[1]
Computed, not measured: C6H10O in the gas phase at a distorted geometry, with wB97M-V/def2-TZVPD.

```
17
Properties=species:S:1:pos:R:3:nbo_charge:R:1
O -1.17103 -1.35160 -0.66528 -0.691
C 0.65461 0.41358 -0.27052 -0.267
C 1.70106 1.35418 -0.24255 -0.161
C -2.44653 -1.21371 1.29209 -0.662
C 2.65714 1.59910 -1.36232 -0.660
C -0.19745 0.04840 0.87578 -0.359
C -1.27004 -0.66749 0.51541 0.341
H 0.60985 0.05917 -1.25227 0.202
H 2.66967 0.60061 -1.91364 0.212
H -2.69960 -0.37065 2.01002 0.217
H -2.17650 -2.08505 1.86286 0.230
H 2.31668 2.42586 -2.06124 0.227
H 3.66611 1.72074 -0.96825 0.226
H 1.83644 1.72766 0.82271 0.186
H 0.03569 0.47471 1.96462 0.233
H -3.30509 -1.44401 0.60358 0.236
H -0.17771 -1.50059 -0.59353 0.490
```

**Structure (SMILES)**: C/C=C/C=C(/C)O
**M**: 98.1 g mol⁻¹
**Highest occupied orbital energy**: -7.86 eV
**LUMO energy**: 0.765 eV
**E**: -309.7611 a.u.
**Gap between HOMO and LUMO**: 0.317 Ha

[2]
Computed, not measured: 3 unconnected molecules or ions with the total composition C47H52N3O7 at a distorted geometry, with wB97M-V/def2-TZVPD.

```
109
Properties=species:S:1:pos:R:3:lowdin_charge:R:1
O 7.88182 -4.98818 -2.28202 0.117
O -6.47844 -0.50700 -5.40370 0.115
O 3.15594 -2.49014 -2.06075 0.086
O -0.94058 4.45113 -4.54079 0.087
O -3.11952 0.21588 -1.30165 0.077
O -0.12768 5.86353 -2.95357 -0.001
O -2.34962 1.73780 7.31415 -0.201
N 0.37396 -0.19552 3.70281 0.062
N 2.00159 0.92982 2.74994 0.166
N 1.81757 1.33018 4.02581 0.100
C 4.41991 -4.25065 -2.98448 -0.086
C -0.61897 -1.85320 5.27311 -0.155
C 6.80207 -4.44274 -2.21486 -0.275
C -5.52851 -1.12434 -0.77763 -0.011
C -1.64462 1.73148 8.53385 -0.114
C 6.58305 -3.30143 -1.27963 -0.077
C -6.08026 -0.80262 -3.10232 -0.078
C -2.87523 -1.03371 6.19747 -0.178
C 6.22490 -1.15200 0.43838 -0.063
C 3.35674 -4.71063 -3.75144 -0.002
C 5.65880 -4.89329 -3.05564 -0.082
C -0.98242 4.91977 -3.42104 -0.503
C -3.60896 1.08499 7.39856 -0.224
C -2.40638 1.33515 -3.75378 -0.018
C 7.43711 -1.83450 0.41806 -0.053
C 5.35903 -2.63193 -1.24311 -0.083
C -3.89945 0.07119 -2.22451 -0.275
C 1.63261 4.06273 -1.47648 -0.194
C -2.94457 1.62670 -6.07807 -0.033
C 1.23315 5.71881 -3.36943 -0.167
C 0.84157 0.64427 4.59020 -0.012
C 1.47524 1.52617 -1.64164 -0.192
C 2.16059 5.27673 -2.24266 -0.159
C -5.73157 -0.31716 -4.46870 -0.276
C 7.61751 -2.90267 -0.44302 0.004
C 4.22172 -3.07373 -2.09799 -0.277
C 0.99597 1.45949 -0.18856 -0.204
C -3.51960 -0.43021 7.45159 -0.169
C -7.63512 -1.90103 -1.63937 -0.051
C -4.11859 0.91319 -5.90293 0.006
C -2.09092 1.84488 -5.00135 -0.055
C 0.94190 -0.70510 1.25426 -0.093
C 5.82983 -5.97550 -3.90816 0.004
C -5.19459 -0.63695 -2.03501 -0.085
C 5.18863 -1.54886 -0.38925 -0.013
C 2.34674 2.76118 -1.85657 -0.198
C -4.44662 0.41407 -4.64916 -0.082
C 3.52967 -5.79758 -4.59082 -0.051
C -0.72246 -1.14884 3.91020 -0.080
C -3.58135 0.61509 -3.57179 -0.084
C -2.05811 4.53266 -2.43472 0.033
C -6.74485 -1.75490 -0.58071 -0.060
C 1.12655 0.01473 2.52442 -0.215
C 4.76791 -6.42590 -4.67404 -0.048
C -7.30143 -1.43078 -2.89795 0.004
C 0.30220 0.13440 0.13644 -0.155
C -1.36175 -1.17015 6.41769 -0.214
H 1.91106 -1.10567 0.97262 0.126
H -3.01366 -0.38442 5.33772 0.104
H -1.65597 4.08898 -1.53384 0.078
H -2.69450 2.02035 -7.05405 0.114
H 8.24229 -1.52862 1.07275 0.109
H 2.13769 0.67287 -1.77754 0.110
H 0.31548 -1.57464 1.41779 0.109
H -1.67393 -0.65330 3.77601 0.128
H -1.16153 0.77068 8.73209 0.077
H 8.56010 -3.43173 -0.46760 0.124
H -3.26472 -2.02997 6.02034 0.117
H 2.61236 2.82145 -2.91139 0.113
H -4.18451 1.40729 6.53900 0.126
H -7.98861 -1.54693 -3.72449 0.124
H 2.37335 6.10840 -1.58106 0.109
H -1.18539 -1.76689 7.30788 0.122
H 3.10598 5.02999 -2.71905 0.114
H 0.56922 0.81867 5.61324 0.162
H -7.00512 -2.13068 0.40011 0.106
H 1.81229 4.25544 -0.42084 0.111
H -1.02364 -2.85321 5.16754 0.121
H -2.61030 5.43775 -2.19257 0.096
H -2.94617 -0.72632 8.32531 0.108
H -0.67319 -1.90829 3.14469 0.120
H -4.83617 -1.00473 0.04401 0.113
H -1.18089 2.41424 -5.13807 0.091
H 1.56328 6.69516 -3.70693 0.126
H -1.74434 1.50098 -2.91461 0.102
H -0.85472 2.46909 8.46912 0.087
H 2.37400 2.06175 4.43403 0.182
H 2.69978 -6.15704 -5.18447 0.110
H -4.78677 0.74786 -6.73665 0.123
H 6.09014 -0.30946 1.10464 0.103
H 0.66129 1.50890 -2.35839 0.108
H -2.75535 3.88466 -2.94214 0.073
H 3.26392 2.68648 -1.27861 0.115
H -0.71667 0.34223 0.45263 0.107
H 1.34780 5.04676 -4.21395 0.122
H 0.55727 3.98034 -1.56416 0.082
H -4.11149 1.42319 8.30647 0.120
H 0.26874 2.25077 -0.02684 0.104
H 1.83785 1.69587 0.45360 0.094
H -4.52804 -0.82084 7.55794 0.120
H 2.39637 -4.21816 -3.68809 0.119
H 4.24665 -1.01716 -0.37003 0.101
H -2.29682 1.96069 9.37603 0.096
H -8.58994 -2.38429 -1.48101 0.110
H 0.22422 -0.47946 -0.75377 0.121
H -0.98954 -0.17412 6.64678 0.074
H 4.90222 -7.27105 -5.33577 0.111
H 6.79226 -6.46439 -3.96729 0.123
H 0.43424 -1.94427 5.52326 0.119
```

**Net charge**: +1
**M**: 770.9 g mol⁻¹
**Highest occupied orbital energy**: -11.10 eV
**LUMO energy**: -2.704 eV
**E**: -2512.9338 a.u.
**Gap between HOMO and LUMO**: 0.309 Ha

[3]
Computed, not measured: a molecular structure, C12H14Cl2N2S, with wB97M-V/def2-TZVPD.

```
31
Properties=species:S:1:pos:R:3:nbo_charge:R:1
Cl -0.89562 4.36211 2.30703 -0.077
Cl 3.63722 -1.30726 -2.76328 -0.079
S -4.20775 0.49154 -0.74817 0.972
N -3.21313 1.08682 0.36081 -0.639
N -3.39125 -0.78790 -1.24090 -0.615
C 1.14123 -2.44134 -0.11931 -0.421
C 1.90603 -1.41375 -2.32211 -0.364
C -0.84674 1.65569 2.06184 -0.451
C -1.15174 -1.67889 -0.74767 -0.219
C -2.22010 -0.76501 -0.59536 0.083
C 1.58504 -2.70210 -1.55762 -0.418
C -0.45271 2.93031 1.31933 -0.159
C -0.03637 -1.50284 0.00148 0.003
C -0.94815 0.49220 1.11738 -0.009
C 1.02110 3.00726 0.97956 -0.627
C -2.11794 0.31733 0.33033 0.142
C 0.04609 -0.41097 0.93036 -0.204
H 1.98095 -2.02138 0.43862 0.210
H -1.81017 1.81186 2.54125 0.247
H 0.90306 -3.39092 0.36490 0.228
H 1.69878 -0.52303 -1.73608 0.212
H 1.33088 2.12053 0.42427 0.215
H 0.81605 -3.25787 -2.09388 0.208
H -1.24226 -2.49532 -1.45047 0.224
H 1.21960 3.87992 0.35947 0.225
H -1.04572 3.00869 0.40947 0.215
H 1.61845 3.09721 1.88565 0.216
H 1.34556 -1.34194 -3.24879 0.218
H -0.10112 1.42639 2.82461 0.218
H 0.95454 -0.32086 1.51425 0.213
H 2.47620 -3.32648 -1.54695 0.233
```

**M**: 289.2 g mol⁻¹
**Highest occupied orbital energy**: -9.15 eV
**LUMO energy**: -0.709 eV
**E**: -1893.7732 a.u.
**Gap between HOMO and LUMO**: 0.310 Ha

[4]
Computed, not measured: C7H14 in the gas phase, with wB97M-V/def2-TZVPD.

```
21
Properties=species:S:1:pos:R:3:nbo_charge:R:1
C -0.17212 2.09379 -0.99278 -0.600
C -0.38901 1.04709 1.27848 -0.618
C -0.63111 0.85473 -0.22161 -0.196
C -0.54524 -2.32074 0.80125 -0.806
C 1.48984 -0.65994 -0.54403 -0.636
C -1.00170 -1.47146 -0.31845 0.197
C -0.01075 -0.46709 -0.80824 -0.399
H 1.81301 -1.64387 -0.90696 0.212
H 0.88018 2.33066 -0.79441 0.201
H -0.15760 -0.37277 -1.89402 0.226
H -1.36242 -2.57788 1.48442 0.242
H 2.08532 0.09008 -1.07722 0.217
H 0.36710 -2.06427 1.36115 0.192
H -0.93582 1.93038 1.62781 0.216
H -0.30026 1.96605 -2.07292 0.211
H -1.71367 0.75888 -0.37345 0.228
H -0.73039 0.19356 1.87413 0.209
H -0.76983 2.96006 -0.68494 0.212
H 0.67228 1.21214 1.49965 0.203
H -0.34391 -3.25731 0.24575 0.282
H 1.75610 -0.60207 0.51636 0.205
```

**M**: 98.2 g mol⁻¹
**Highest occupied orbital energy**: -7.93 eV
**LUMO energy**: 0.575 eV
**E**: -274.9819 a.u.
**Gap between HOMO and LUMO**: 0.313 Ha